Entry 1:
C23H28N7OV as an isolated structure. Source: the Open Molecules 2025 dataset; level of theory: ωB97M-V/def2-TZVPD.

XYZ file:
```
60
Properties=species:S:1:pos:R:3:mulliken_spin:R:1
V 0.324 -0.131 -0.388 1.001
C 2.599 -0.060 1.632 0.008
C 2.625 1.367 1.104 0.005
N 1.876 1.501 -0.174 0.023
C 1.186 2.799 -0.258 -0.029
C -0.150 2.744 0.457 0.011
C -0.788 3.916 0.838 0.007
C -1.982 3.824 1.526 -0.003
C -2.462 2.571 1.878 0.005
C -1.764 1.441 1.487 0.000
C -2.153 0.062 1.976 0.011
N -1.164 -0.450 2.929 0.000
C -0.598 -1.778 2.669 0.008
C 0.924 -1.690 2.445 0.002
N 1.203 -0.486 1.661 -0.006
N -0.659 1.538 0.723 -0.031
H 3.063 -0.073 2.626 0.001
H 3.178 -0.734 1.000 -0.003
H 3.652 1.725 1.007 0.000
H 2.131 2.005 1.842 -0.001
H 2.528 1.429 -0.948 0.010
H 1.028 3.063 -1.302 -0.004
H 1.780 3.609 0.178 0.000
H -0.347 4.876 0.605 0.000
H -2.513 4.719 1.823 0.000
H -3.361 2.470 2.471 0.000
H -2.193 -0.616 1.126 -0.006
H -3.153 0.111 2.412 0.000
H -1.488 -0.362 3.878 0.000
H -1.063 -2.207 1.782 -0.001
H -0.792 -2.459 3.498 0.000
H 1.281 -2.582 1.927 -0.001
H 1.440 -1.634 3.412 0.000
H 0.667 0.233 2.150 0.000
O -1.380 -3.789 -0.877 -0.003
C -0.674 -2.796 -0.792 -0.007
N -1.040 -1.504 -0.783 -0.020
C -2.294 -1.142 -1.394 0.012
C -2.044 0.085 -2.234 0.007
C -3.006 0.564 -3.115 -0.001
C -2.719 1.645 -3.925 0.000
C -1.450 2.205 -3.852 -0.001
C -0.551 1.673 -2.953 0.007
N -0.832 0.657 -2.123 -0.021
C 0.835 -2.933 -0.794 0.037
C 1.427 -4.185 -0.747 -0.003
C 2.795 -4.277 -0.933 -0.002
C 3.518 -3.116 -1.177 0.001
C 2.851 -1.905 -1.182 0.011
N 1.535 -1.799 -0.973 -0.023
H -2.668 -1.953 -2.026 0.002
H -3.099 -0.933 -0.677 0.000
H -3.967 0.070 -3.170 0.001
H -3.456 2.026 -4.619 0.000
H -1.161 3.026 -4.492 0.000
H 0.460 2.057 -2.916 0.000
H 0.793 -5.047 -0.597 0.000
H 3.292 -5.238 -0.913 0.000
H 4.583 -3.146 -1.363 0.000
H 3.393 -0.984 -1.365 -0.004
```

The relative energy (zero: lowest compared OMol25 entry of this formula, charge and spin) comes out at 16.5 kcal per mole. The spin multiplicity is 2. The calculation puts the energy at -2295.6603 a.u. The calculation puts the LUMO energy (alpha / beta) at -0.08819 / -0.08821 Ha. The net charge is +1. Its largest force on an atom is 0.351 eV Å⁻¹. Its expectation value of S² is 0.761.

=====

Entry 2:
A 4-piece molecular cluster, C39H66BrClN4O3 overall. Source: the Open Molecules 2025 dataset; level of theory: ωB97M-V/def2-TZVPD.

XYZ file:
```
114
Properties=species:S:1:pos:R:3:lowdin_charge:R:1
C 4.703 9.568 -0.308 -0.117
C 4.007 8.239 0.072 -0.241
C 2.472 8.425 -0.128 -0.218
C 1.890 7.537 -1.243 -0.210
C 1.632 6.098 -0.850 -0.252
C 0.640 5.843 0.088 -0.560
Cl -0.301 7.096 0.829 0.760
C 0.366 4.547 0.428 -0.039
C 1.034 3.495 -0.112 -0.086
C 2.040 3.715 -1.034 -0.109
C 2.317 5.018 -1.381 -0.472
Br 3.703 5.409 -2.647 0.872
C 2.716 2.493 -1.605 -0.261
O 3.131 2.501 -2.751 0.049
C 2.809 1.256 -0.745 -0.042
C 1.770 1.081 0.145 -0.104
C 1.721 -0.016 0.970 -0.001
C 2.721 -0.933 0.852 -0.017
C 3.771 -0.763 -0.029 -0.252
N 4.739 -1.780 -0.067 0.118
C 3.862 0.362 -0.853 -0.087
C 5.012 0.619 -1.816 -0.081
C 6.410 0.211 -1.319 -0.442
C 7.536 0.732 -2.253 -0.029
O 6.645 0.513 0.039 -0.025
C 0.670 2.087 0.272 -0.248
O -0.438 1.800 0.699 0.103
H 5.784 9.543 -0.151 0.066
H 4.479 9.831 -1.347 0.073
H 4.251 10.338 0.327 0.071
H 4.184 8.091 1.142 0.100
H 4.411 7.393 -0.489 0.072
H 2.274 9.462 -0.420 0.107
H 1.994 8.291 0.842 0.068
H 2.496 7.635 -2.143 0.063
H 0.913 7.962 -1.518 0.109
H -0.423 4.352 1.150 0.123
H 0.902 -0.111 1.673 0.128
H 2.695 -1.811 1.492 0.121
H 4.826 -2.213 -0.980 0.101
H 4.545 -2.510 0.606 0.091
H 5.053 1.707 -1.957 0.112
H 4.803 0.223 -2.816 0.130
H 6.469 -0.875 -1.385 0.111
H 7.083 1.183 -3.143 0.075
H 8.133 -0.117 -2.598 0.073
H 8.200 1.436 -1.748 0.077
H 6.628 1.469 0.167 0.099
C -6.447 -0.364 3.395 -0.090
C -5.976 1.083 3.357 -0.274
N -4.660 1.277 3.938 -0.199
C -4.322 2.675 4.144 -0.250
C -4.174 3.570 2.908 -0.084
C -3.599 0.450 3.389 -0.241
C -3.312 0.555 1.887 -0.075
H -6.435 -0.754 4.414 0.080
H -7.472 -0.425 3.023 0.073
H -5.836 -1.013 2.765 0.054
H -6.693 1.681 3.926 0.117
H -6.024 1.441 2.317 0.100
H -3.401 2.732 4.732 0.111
H -5.095 3.110 4.786 0.108
H -3.238 3.386 2.381 0.051
H -4.162 4.619 3.215 0.069
H -5.000 3.449 2.206 0.066
H -3.829 -0.595 3.618 0.096
H -2.675 0.647 3.942 0.115
H -4.224 0.570 1.287 0.073
H -2.727 -0.309 1.568 0.052
H -2.724 1.437 1.648 0.035
C 1.859 -1.453 -3.197 -0.078
C 1.526 -2.700 -3.996 -0.266
N 2.050 -3.915 -3.397 -0.197
C 1.969 -5.071 -4.275 -0.251
C 0.577 -5.578 -4.671 -0.087
C 1.677 -4.148 -2.012 -0.246
C 0.184 -4.234 -1.672 -0.082
H 2.937 -1.361 -3.049 0.067
H 1.517 -0.566 -3.733 0.082
H 1.372 -1.447 -2.220 0.066
H 1.965 -2.589 -4.991 0.119
H 0.435 -2.746 -4.139 0.102
H 2.529 -5.896 -3.825 0.111
H 2.513 -4.828 -5.193 0.109
H 0.093 -6.119 -3.858 0.055
H 0.666 -6.277 -5.505 0.070
H -0.081 -4.771 -4.994 0.066
H 2.114 -3.349 -1.404 0.087
H 2.174 -5.056 -1.661 0.115
H -0.402 -3.459 -2.169 0.072
H 0.048 -4.104 -0.596 0.061
H -0.237 -5.205 -1.927 0.059
C -4.200 -7.038 2.935 -0.092
C -3.543 -5.779 2.388 -0.275
N -3.811 -5.552 0.980 -0.197
C -2.977 -4.512 0.398 -0.252
C -3.152 -3.080 0.915 -0.089
C -5.212 -5.519 0.597 -0.247
C -6.117 -4.480 1.273 -0.084
H -3.905 -7.916 2.359 0.079
H -3.889 -7.193 3.970 0.072
H -5.289 -6.969 2.932 0.064
H -2.463 -5.886 2.518 0.117
H -3.851 -4.924 3.009 0.100
H -3.114 -4.516 -0.687 0.113
H -1.933 -4.803 0.551 0.095
H -4.060 -2.617 0.529 0.059
H -2.316 -2.462 0.577 0.062
H -3.170 -3.031 2.005 0.067
H -5.638 -6.509 0.783 0.100
H -5.278 -5.397 -0.487 0.114
H -5.944 -4.412 2.348 0.066
H -7.164 -4.759 1.129 0.072
H -5.994 -3.489 0.838 0.051
```

The calculation puts the energy at -5004.5601 a.u. The calculation puts the LUMO energy at -0.02953 Ha. The net charge is 0. Its SMILES is CCCCc1c(Cl)cc2c(c1Br)C(=O)c1c(ccc(N)c1C[C@@H](C)O)C2=O.CCN(CC)CC.CCN(CC)CC.CCN(CC)CC. Its largest force on an atom is 2.068 eV Å⁻¹.

=====

Entry 3:
A 12-piece molecular cluster, H24O12 overall. Source: the Open Molecules 2025 dataset; level of theory: ωB97M-V/def2-TZVPD.

XYZ file:
```
36
Properties=species:S:1:pos:R:3:lowdin_charge:R:1
O -4.263 0.101 0.781 -0.046
H -3.714 0.536 0.097 0.038
H -5.139 0.340 0.466 0.070
O 2.587 -1.877 -1.625 -0.061
H 1.855 -1.722 -1.028 -0.028
H 3.443 -2.056 -1.288 0.004
O -2.151 -1.035 1.733 -0.064
H -1.976 -1.650 1.025 0.009
H -2.957 -0.557 1.464 -0.023
O -0.068 0.638 0.508 -0.060
H -0.962 0.341 0.716 0.037
H 0.432 -0.185 0.664 0.036
O 3.467 1.502 1.522 -0.023
H 2.909 0.853 1.982 0.031
H 4.081 2.046 1.962 0.036
O 1.784 2.233 -0.387 -0.039
H 1.102 1.832 0.144 -0.007
H 2.577 2.064 0.078 -0.009
O -2.190 0.779 -1.386 -0.045
H -2.721 0.617 -2.183 0.103
H -1.930 1.688 -1.368 0.066
O 1.076 -1.931 0.654 0.000
H 0.599 -2.628 0.986 0.035
H 1.551 -1.654 1.426 -0.014
O -2.021 -1.765 -1.304 -0.067
H -1.962 -0.797 -1.459 -0.033
H -2.948 -2.034 -1.265 0.045
O 0.148 2.847 -2.310 -0.076
H 0.750 2.616 -1.566 -0.020
H -0.030 2.052 -2.813 -0.002
O 0.363 -0.197 -1.909 -0.033
H -0.165 0.202 -2.591 0.021
H 0.090 0.004 -1.029 -0.053
O 2.180 -0.887 2.755 -0.029
H 2.796 -1.499 3.204 0.103
H 1.407 -0.816 3.344 0.100
```

The relative energy (zero: lowest compared OMol25 entry of this formula, charge and spin) comes out at 62.2 kcal per mole. The calculation puts the energy at -917.2262 a.u. The calculation puts the LUMO energy at -0.00918 Ha. The net charge is 0. Its SMILES is O.O.O.O.O.O.O.O.O.O.O.O. Its largest force on an atom is 3.575 eV Å⁻¹.

=====

Entry 4:
One molecule with the formula C2Br2O2. Source: the Open Molecules 2025 dataset; level of theory: ωB97M-V/def2-TZVPD.

XYZ file:
```
6
Properties=species:S:1:pos:R:3:lowdin_charge:R:1
O -1.114 -0.942 1.240 0.124
C -0.272 -0.691 0.498 -0.862
Br 1.152 -1.719 -0.281 0.751
C -0.241 0.680 -0.424 -0.787
O -0.900 1.151 -1.291 0.077
Br 1.375 1.521 0.257 0.697
```

The relative energy (zero: lowest compared OMol25 entry of this formula, charge and spin) comes out at 10.5 kcal per mole. The calculation puts the energy at -5374.6914 a.u. The calculation puts the LUMO energy at -0.01443 Ha. The net charge is 0. Its SMILES is O=C(Br)C(=O)Br. Its largest force on an atom is 4.404 eV Å⁻¹.

=====

Entry 5:
One molecule with the formula C5H7NOS. Source: the Open Molecules 2025 dataset; level of theory: ωB97M-V/def2-TZVPD.

XYZ file:
```
15
Properties=species:S:1:pos:R:3:lowdin_charge:R:1
C 0.176 -2.115 0.727 -0.187
C -0.786 -1.447 -0.187 -0.786
S -1.863 -2.388 -1.041 0.655
C -0.981 0.037 -0.560 -0.111
C -0.135 1.078 -0.188 -0.290
N -0.387 2.390 -0.131 0.057
C 1.452 1.081 0.051 -0.147
O 2.213 0.123 0.097 0.046
H 0.595 -1.452 1.550 0.077
H 1.181 -2.568 0.170 0.140
H -0.353 -3.136 1.064 0.098
H -1.999 0.318 -0.789 0.074
H 0.372 3.042 -0.250 0.058
H -1.311 2.698 -0.535 0.146
H 1.828 2.339 0.020 0.170
```

The relative energy (zero: lowest compared OMol25 entry of this formula, charge and spin) comes out at 82.0 kcal per mole. The calculation puts the energy at -722.7874 a.u. The calculation puts the LUMO energy at -0.02761 Ha. The net charge is 0. Its SMILES is CC(=S)/C=C(/N)C=O. Its largest force on an atom is 4.213 eV Å⁻¹.

=====

Question: Which of these has the highest net charge?
Answer: C23H28N7OV

=====

Question: Look up the energy of the third one.
Answer: -917.2262 a.u.